Below is a molecular structure, C26H36NbO4, with properties calculated with the ωB97M-V functional and the def2-TZVPD basis.

Positions of all 67 atoms, in Å:
C: 2.467 2.993 -1.873
C: 2.507 1.467 -1.423
C: 1.566 0.489 -2.262
C: 1.181 0.998 -3.711
C: 0.088 0.001 -4.379
Nb: -1.985 0.701 -3.628
C: -3.963 1.625 -2.848
O: -3.793 3.062 -2.938
C: -4.810 3.767 -2.220
C: -4.673 3.625 -0.624
C: -3.169 3.737 -0.127
C: -2.642 -1.425 -3.131
C: -2.949 -1.547 -1.480
C: -1.590 -1.750 -0.568
O: -2.665 -2.880 -0.879
H: 3.120 3.082 -2.801
H: 1.407 3.314 -2.070
H: 2.915 3.598 -1.018
H: 2.160 1.415 -0.340
H: 3.578 1.115 -1.454
H: 0.687 0.209 -1.614
H: 2.160 -0.476 -2.410
H: 0.780 2.046 -3.760
H: 2.114 0.887 -4.363
H: 0.063 0.185 -5.506
H: 0.288 -1.083 -4.135
H: -2.689 0.495 -5.326
H: -1.424 2.400 -4.065
H: -1.375 0.867 -1.899
H: -4.069 1.252 -1.776
H: -4.824 1.253 -3.501
H: -5.860 3.538 -2.584
H: -4.643 4.878 -2.429
H: -5.304 4.448 -0.180
H: -5.036 2.582 -0.378
H: -2.746 4.744 -0.443
H: -2.503 2.930 -0.569
H: -3.200 3.641 1.008
H: -1.776 -2.158 -3.225
H: -3.583 -1.781 -3.642
H: -3.803 -0.885 -1.032
H: -1.695 -2.013 0.526
H: -0.669 -2.125 -1.112
C: -1.121 -2.592 4.683
C: -1.203 -1.882 3.487
C: -0.046 -1.548 2.795
C: 1.199 -1.913 3.303
C: 1.283 -2.603 4.513
C: 0.118 -2.952 5.196
C: 2.602 -2.954 5.090
O: 2.676 -3.560 6.145
C: 3.830 -2.549 4.366
C: 5.079 -2.821 4.923
C: 6.236 -2.457 4.245
C: 6.151 -1.827 3.006
C: 4.909 -1.549 2.450
C: 3.745 -1.901 3.134
C: 2.426 -1.567 2.548
O: 2.351 -1.014 1.467
H: -2.026 -2.860 5.218
H: -2.171 -1.590 3.094
H: -0.117 -1.000 1.863
H: 0.177 -3.499 6.130
H: 5.152 -3.314 5.886
H: 7.206 -2.665 4.683
H: 7.054 -1.550 2.475
H: 4.847 -1.055 1.487

Values from the calculation:
Net charge   -1
Highest occupied orbital energy   -0.161 Ha
M   505.5 g mol⁻¹
LUMO   0.58 eV
Max |F|   4.9 eV Å⁻¹